Entry 1:
{
  "formula": "C5H9NO",
  "method": "the ωB97M-V functional and the def2-TZVPD basis",
  "elements": ["C", "C", "N", "C", "C", "C", "O", "H", "H", "H", "H", "H", "H", "H", "H", "H"],
  "positions_angstrom": [[0.19275, -0.83561, 1.62780], [0.78095, -0.58325, 0.25089], [-1.20693, -1.54488, -0.75129], [-0.15339, -0.85912, -0.90807], [-0.69468, 1.74608, -0.43654], [0.63453, 1.67950, -0.44885], [1.39544, 0.70930, 0.12696], [-0.63046, -0.15415, 1.85795], [-0.19102, -1.85834, 1.68199], [0.97447, -0.70355, 2.38042], [1.60642, -1.28888, 0.09070], [-1.65729, -1.70839, -1.65129], [0.20795, -0.48124, -1.87281], [-1.30286, 1.09196, 0.17712], [-1.20836, 2.40745, -1.12117], [1.25248, 2.38310, -1.00381]],
  "atomic_forces_ev_per_a": [[0.0, 0.0, 0.1], [-0.1, -0.2, 0.1], [0.3, 0.1, -0.2], [-0.1, -0.3, 0.1], [0.0, 0.1, 0.0], [-0.2, 0.1, -0.2], [-0.1, 0.0, -0.1], [0.1, -0.1, -0.1], [0.1, 0.2, 0.0], [-0.1, 0.0, -0.1], [0.1, 0.1, 0.1], [0.0, 0.0, 0.1], [-0.1, -0.2, 0.1], [0.1, 0.0, -0.2], [0.1, 0.3, 0.3], [-0.1, -0.1, 0.1]],
  "lowdin_charge": [-0.041, -0.366, 0.116, -0.237, 0.014, -0.232, -0.070, 0.077, 0.081, 0.084, 0.150, 0.056, 0.128, 0.058, 0.062, 0.119],
  "total_charge": 0,
  "de_lowest_kcal_mol": 55.7,
  "e_tot_ha": -325.8488,
  "largest_force_ev_per_a": 0.42,
  "e_homo_ev": -9.0,
  "smiles": "[H]/N=C/[C@H](C)OC=C",
  "gap_ev": 10.1
}

Entry 2:
{
  "formula": "C3H4OS",
  "method": "the ωB97M-V functional and the def2-TZVPD basis",
  "elements": ["C", "C", "C", "H", "H", "H", "H", "O", "S"],
  "positions_angstrom": [[-1.16572, 0.26420, 0.37381], [-0.04520, 0.52689, -0.56740], [1.36175, 1.00576, 0.16879], [-0.95586, 0.33421, 1.58261], [-0.05098, 0.77096, -1.50144], [1.07484, 1.38190, 1.18592], [1.86717, 1.65950, -0.47482], [-2.29848, -0.15495, -0.10530], [0.97173, -0.85550, 0.01243]],
  "atomic_forces_ev_per_a": [[-5.2, -1.2, -0.9], [2.8, -0.8, 8.2], [-5.3, -2.5, 1.1], [-0.4, -0.1, -3.0], [-0.9, 1.0, -5.6], [0.8, -0.4, -1.0], [1.4, 0.1, -0.8], [4.9, 2.0, 2.6], [1.8, 1.9, -0.7]],
  "lowdin_charge": [-0.334, -0.501, -0.279, 0.164, 0.038, 0.068, 0.043, -0.061, 0.864],
  "total_charge": 0,
  "de_lowest_kcal_mol": 57.6,
  "e_tot_ha": -590.0329,
  "largest_force_ev_per_a": 8.70,
  "e_homo_ev": -9.7,
  "gap_ev": 10.1
}

Entry 3:
{
  "formula": "C16H36BCl33PS",
  "method": "the ωB97M-V functional and the def2-TZVPD basis",
  "elements": ["S", "P", "B", "Cl", "H", "H", "H", "H", "C", "Cl", "Cl", "H", "H", "C", "Cl", "Cl", "H", "H", "C", "Cl", "Cl", "H", "H", "C", "Cl", "Cl", "H", "H", "C", "Cl", "Cl", "H", "H", "C", "Cl", "Cl", "H", "H", "C", "Cl", "Cl", "H", "H", "C", "Cl", "Cl", "H", "H", "C", "Cl", "Cl", "H", "H", "C", "Cl", "Cl", "H", "H", "C", "Cl", "Cl", "H", "H", "C", "Cl", "Cl", "H", "H", "C", "Cl", "Cl", "H", "H", "C", "Cl", "Cl", "H", "H", "C", "Cl", "Cl", "H", "H", "C", "Cl", "Cl", "H", "H"],
  "positions_angstrom": [[2.14817, -6.56739, -0.21310], [1.07397, -5.28295, -1.30898], [-0.87823, -5.59153, -1.30913], [-1.72900, -3.87512, -1.45136], [1.38037, -3.95400, -0.98990], [1.50615, -5.44455, -2.63178], [-1.24224, -6.10337, -0.28938], [-1.11063, -6.27768, -2.27447], [-0.23945, -4.73068, 3.01504], [0.89072, -4.69386, 4.39833], [0.61969, -4.90616, 1.46944], [-0.89722, -5.57894, 3.13316], [-0.81696, -3.81213, 3.02245], [-1.80493, -0.57882, -1.52998], [-2.67402, 0.68712, -2.43038], [-0.10245, -0.66779, -1.95999], [-1.87958, -0.36507, -0.47213], [-2.26234, -1.53459, -1.75727], [-3.14675, 2.51025, 1.11901], [-4.19569, 3.62702, 0.22475], [-3.75767, 0.86215, 1.04974], [-2.15767, 2.54070, 0.67598], [-3.10423, 2.82406, 2.15540], [-6.83660, 1.43539, -1.55629], [-7.70245, -0.07737, -1.26857], [-7.88533, 2.66846, -2.27933], [-6.46677, 1.81154, -0.61046], [-6.01177, 1.24044, -2.23148], [4.71820, -4.40909, -3.73807], [3.74452, -3.52459, -2.56216], [3.84050, -5.75701, -4.47240], [5.01262, -3.72452, -4.52462], [5.59021, -4.80484, -3.23113], [-3.31485, 6.87277, 1.30963], [-1.73435, 6.52020, 2.00668], [-3.38604, 8.51747, 0.64510], [-3.50652, 6.16855, 0.51164], [-4.06693, 6.78088, 2.08392], [-5.69579, -1.26591, 3.83662], [-4.18120, -0.48705, 4.30883], [-5.63534, -1.88382, 2.18355], [-5.88167, -2.09451, 4.50987], [-6.49412, -0.53650, 3.90433], [-2.97593, -5.34570, 5.91677], [-2.87114, -3.58793, 5.74375], [-3.04446, -6.16295, 4.35463], [-2.09795, -5.69361, 6.44828], [-3.87563, -5.58449, 6.47087], [-2.95199, 7.68168, -2.73178], [-3.01885, 7.80990, -4.49442], [-2.12662, 6.20746, -2.21281], [-2.41286, 8.53583, -2.34156], [-3.96435, 7.66658, -2.34735], [-1.95760, 10.98185, 2.88052], [-0.37112, 10.62254, 3.57076], [-2.03311, 12.61628, 2.20417], [-2.15822, 10.27261, 2.08697], [-2.70105, 10.89978, 3.66412], [-1.07560, 4.96246, -6.56908], [0.45661, 5.72612, -6.13062], [-1.04669, 4.30482, -8.21070], [-1.26686, 4.15287, -5.87507], [-1.85938, 5.70735, -6.50864], [3.53854, -1.59047, 0.99421], [4.50173, -0.09762, 1.08144], [2.28342, -1.49343, -0.23369], [4.20133, -2.41320, 0.75141], [3.07116, -1.75558, 1.95732], [1.54356, -9.86725, -2.64687], [3.02693, -9.52061, -1.75117], [0.29331, -8.65880, -2.36424], [1.77926, -9.88018, -3.70469], [1.17010, -10.83485, -2.33227], [0.44533, -1.70729, 6.71142], [-0.84232, -0.60470, 6.21327], [0.78826, -1.58547, 8.44553], [0.13317, -2.71963, 6.48770], [1.34496, -1.45848, 6.16248], [7.07818, 1.15690, -1.61024], [7.44223, -0.38759, -2.38048], [8.55627, 2.01269, -1.12998], [6.53276, 1.77629, -2.31159], [6.48001, 0.97613, -0.72599], [11.91397, 2.12013, -2.77794], [12.26518, 0.56864, -3.54537], [13.39185, 2.97776, -2.31311], [11.36317, 2.73563, -3.47842], [11.32402, 1.94032, -1.88864]],
  "atomic_forces_ev_per_a": [[0.7, 0.0, -0.6], [-0.3, -1.3, -0.1], [0.0, 0.0, -0.1], [0.0, -0.2, -0.1], [0.0, 0.1, -0.3], [0.0, 0.5, -0.2], [0.1, 0.0, 0.0], [-0.1, 0.2, -0.1], [-0.1, 0.4, -0.7], [-0.1, 0.0, 0.1], [-0.4, 0.4, 2.1], [0.2, -0.1, 0.0], [0.1, 0.1, 0.1], [-0.1, -0.3, 0.0], [0.0, 0.1, 0.0], [-0.1, 0.2, -0.3], [0.0, 0.1, 0.0], [0.0, 0.1, -0.1], [0.2, -0.1, 0.0], [0.0, 0.0, 0.0], [-0.1, 0.0, 0.1], [0.0, 0.0, -0.1], [-0.1, 0.0, 0.0], [0.1, 0.0, 0.0], [0.0, 0.0, 0.0], [0.0, 0.0, 0.0], [-0.1, 0.0, 0.0], [0.0, 0.0, 0.0], [0.1, 0.0, 0.0], [0.2, 0.1, -0.1], [0.0, 0.0, 0.0], [-0.1, 0.0, 0.0], [0.0, -0.1, 0.0], [0.0, -0.1, 0.0], [0.0, 0.0, 0.0], [-0.1, 0.0, -0.1], [0.1, 0.1, -0.1], [0.0, 0.1, 0.0], [-0.1, 0.0, 0.0], [0.0, 0.0, 0.1], [0.0, 0.0, 0.0], [0.1, 0.0, 0.0], [0.0, 0.0, 0.0], [0.1, 0.0, 0.1], [0.0, 0.0, 0.0], [-0.2, -0.1, 0.1], [0.1, 0.0, -0.1], [0.0, 0.0, 0.0], [0.0, 0.0, 0.0], [0.0, 0.0, 0.0], [0.0, 0.0, 0.1], [0.1, 0.0, 0.0], [0.0, -0.1, 0.0], [0.0, 0.0, 0.0], [0.0, 0.0, 0.0], [0.0, 0.0, 0.0], [0.1, 0.1, 0.0], [0.0, 0.1, 0.0], [-0.1, 0.0, 0.1], [0.0, 0.0, 0.0], [0.0, 0.0, 0.0], [0.1, 0.0, 0.0], [0.0, 0.0, 0.0], [0.0, -0.3, -0.1], [0.0, 0.0, 0.1], [0.1, 0.1, 0.3], [0.0, 0.0, 0.0], [0.0, 0.1, 0.0], [0.0, 0.0, 0.0], [0.1, -0.2, -0.1], [-0.1, -0.1, -0.2], [0.0, 0.0, 0.0], [0.0, 0.0, 0.1], [0.0, -0.1, -0.1], [0.0, 0.0, 0.0], [0.0, 0.0, 0.0], [-0.1, 0.0, 0.0], [0.0, 0.1, 0.0], [-0.1, -0.1, 0.0], [0.0, 0.0, 0.0], [0.0, 0.1, 0.0], [0.1, 0.0, -0.1], [0.1, -0.1, 0.1], [0.0, 0.0, 0.0], [0.0, 0.0, 0.0], [0.0, 0.0, 0.0], [0.1, 0.0, 0.0], [0.1, -0.1, 0.0]],
  "lowdin_charge": [-0.063, 0.213, -1.076, 0.349, -0.142, -0.092, -0.036, -0.052, -0.982, 0.482, 0.481, -0.046, 0.021, -1.052, 0.474, 0.491, -0.021, -0.065, -0.974, 0.540, 0.535, 0.034, 0.029, -1.044, 0.503, 0.486, -0.020, 0.012, -1.011, 0.507, 0.509, 0.018, 0.024, -1.023, 0.523, 0.554, -0.065, 0.030, -1.018, 0.468, 0.505, 0.017, 0.023, -0.998, 0.506, 0.564, 0.025, 0.020, -1.049, 0.517, 0.519, 0.012, 0.013, -1.045, 0.500, 0.494, -0.059, 0.026, -1.038, 0.491, 0.498, 0.027, -0.006, -0.990, 0.500, 0.483, 0.029, 0.025, -1.026, 0.465, 0.540, 0.016, 0.015, -1.039, 0.480, 0.492, -0.030, 0.024, -1.016, 0.508, 0.508, 0.028, -0.024, -1.046, 0.501, 0.491, 0.024, -0.022],
  "total_charge": -1,
  "e_tot_ha": -16582.0142,
  "largest_force_ev_per_a": 2.13,
  "e_homo_ev": -4.3,
  "gap_ev": 5.7
}